C21H39Cl3N7O3RuSi | ωB97M-V with the def2-TZVPD basis set

Calculated values
largest force on an atom: 0.0799 hartree/bohr
charge: 0
HOMO-LUMO gap (alpha / beta): 6.08 / 6.65 eV
multiplicity: 6
⟨S²⟩: 8.78
HOMO (alpha / beta): -0.1960 / -0.2698 Ha
energy above the lowest of the compared OMol25 structures with the same formula, charge and spin: 1.1203 eV

```
75
Properties=species:S:1:pos:R:3:forces:R:3
Ru 0.059 1.902 1.039 0.2 -1.2 0.7
Cl 1.911 3.085 0.618 2.0 1.3 -0.5
Cl -2.106 1.035 1.162 -3.0 0.1 -0.6
Cl -0.180 1.033 -1.067 0.0 0.9 -4.0
Si -0.361 2.877 -2.273 -0.1 -0.6 1.3
O 2.157 -0.118 0.429 0.8 -1.7 0.1
O 0.130 -1.336 -1.546 -1.2 -0.7 0.7
O -0.418 2.703 2.852 -2.2 1.8 0.6
N -0.632 -0.988 4.196 2.5 -0.6 -2.0
N -0.993 -0.564 2.999 2.0 0.9 0.7
N -0.394 4.913 2.510 -0.2 -0.4 -0.4
N 2.869 -1.756 -1.012 0.4 -0.2 0.7
N 0.130 0.010 2.455 -1.2 -1.7 2.1
N 0.717 -0.909 4.449 -0.8 1.3 -1.8
N -1.342 -2.035 4.736 -0.2 -0.3 0.3
C -0.509 -3.862 -2.339 0.1 -1.2 0.1
C 3.276 -3.131 -1.288 -0.1 0.1 0.1
C -1.967 -3.732 2.121 -0.1 0.1 0.0
C 1.340 3.475 -2.672 0.3 0.1 -0.2
C -1.110 6.162 2.571 -0.2 0.0 -0.3
C 0.463 -3.960 1.770 -0.8 0.3 -0.2
C -0.911 -2.613 0.311 0.1 0.3 -1.0
C -0.977 3.720 2.291 0.0 -0.7 1.5
C 0.913 4.834 3.147 -0.2 -0.3 0.0
C -1.112 -2.689 -2.301 -1.1 1.3 1.0
C 2.531 -1.277 0.231 0.4 0.7 -0.4
C 2.814 -0.877 -2.161 -0.1 -0.2 0.2
C -1.251 4.130 -1.193 -0.6 0.2 0.4
C -0.714 -4.259 2.478 0.2 -0.4 -0.1
C -1.779 -1.963 -3.435 0.1 -0.2 -0.5
C 0.330 -3.149 0.652 -0.1 0.2 -0.3
C -1.421 2.475 -3.735 0.0 -0.1 -0.2
C -0.302 -4.608 -3.603 0.3 -0.4 -0.8
C -2.062 -2.832 1.066 0.7 0.0 -0.5
C -1.059 -1.870 -1.011 0.0 0.1 0.2
C 1.125 -0.236 3.325 -1.1 -0.3 1.4
H -1.230 -5.015 -4.047 0.3 0.2 0.2
H -0.486 6.980 2.242 0.3 0.2 -0.2
H 3.732 -1.003 -2.729 0.2 0.2 -0.1
H -0.874 1.997 -4.552 0.0 0.2 0.0
H -1.555 -2.482 -4.373 0.0 0.3 0.0
H -1.810 3.453 -4.064 0.0 -0.4 -0.1
H -0.512 4.564 -0.471 -0.7 -0.2 -0.6
H -2.899 -4.019 2.626 0.6 0.0 0.1
H 2.111 0.188 3.142 -0.2 -0.5 0.3
H -0.652 -4.966 3.295 -0.1 0.1 0.2
H 0.777 4.999 4.219 0.4 0.2 0.0
H -1.962 3.639 1.700 1.4 0.2 1.1
H -0.188 -4.358 -1.408 0.0 0.5 -0.5
H 1.312 3.960 -3.650 0.0 0.1 0.0
H 0.187 -3.956 -4.357 -0.3 -0.4 0.3
H 0.370 -5.442 -3.408 0.0 -0.1 -0.2
H 2.646 -2.039 1.056 0.1 0.7 -0.6
H 2.714 0.129 -1.775 0.0 0.3 -0.2
H -2.001 6.146 1.953 -0.1 -0.2 -0.2
H -1.430 6.384 3.586 0.0 0.0 0.3
H -2.956 -2.277 0.745 0.2 -0.6 0.5
H -2.094 3.661 -0.612 0.8 0.3 -0.6
H -2.254 1.813 -3.484 0.0 0.2 0.1
H 3.495 -3.681 -0.354 -0.1 0.3 -0.4
H -2.880 -1.963 -3.339 0.4 0.0 0.2
H 1.956 -1.121 -2.787 0.0 0.1 -0.1
H 1.179 -2.892 0.005 -0.9 -0.5 0.4
H -1.218 -2.117 5.739 -0.2 0.4 -0.2
H 1.584 5.538 2.656 0.0 0.1 0.3
H 1.462 -4.339 2.005 -0.5 -0.1 0.3
H -1.715 4.929 -1.835 0.6 -0.5 0.6
H 4.179 -3.118 -1.927 -0.3 0.0 0.4
H 1.713 4.172 -1.916 -0.2 0.0 -0.1
H -1.428 -0.920 -3.507 -0.2 -0.4 0.1
H 2.490 -3.681 -1.850 0.3 0.3 0.3
H -2.290 -2.026 4.374 0.2 0.2 0.3
H 1.256 3.805 2.978 0.2 0.9 0.3
H 2.087 2.686 -2.730 -0.1 -0.2 0.0
H -1.978 -1.219 -0.918 1.2 0.0 -0.4
```
Forces are in eV/Å.